# 1
The following is a quantum chemistry calculation of a 14-piece molecular cluster, C4H26BO21 overall at a distorted geometry, from the Open Molecules 2025 dataset.

E_LUMO: 0.0722 Eh
Orbital gap: 10.4193 eV
DFT total energy: -48253.74341 eV
Molecular weight: 421.043 g/mol
Energy above the lowest of the compared OMol25 structures with the same formula, charge and spin: 31.3 kJ/mol
Charge: -1

CARTESIAN COORDINATES (ANGSTROEM)
O 0.46 -1.43 2.44
C 0.25 -0.53 1.68
O 0.94 -0.19 0.62
B 0.33 0.97 -0.02
O -0.77 1.38 0.88
C -0.81 0.57 1.92
O -1.54 0.66 2.88
O -0.19 0.55 -1.35
C 0.32 1.34 -2.26
O 0.11 1.31 -3.44
C 1.27 2.33 -1.57
O 1.25 2.08 -0.28
O 1.92 3.16 -2.13
O 0.64 -2.75 -2.22
H -0.31 -2.62 -2.31
H 1.03 -2.05 -2.75
O 2.97 -2.19 -0.25
H 2.86 -2.87 0.43
H 2.09 -2.15 -0.66
O 2.26 -1.02 -3.95
H 1.69 -0.25 -4.12
H 2.94 -0.98 -4.63
O 2.35 4.15 -4.73
H 2.06 3.84 -3.86
H 3.14 3.63 -4.92
O -4.21 -0.13 2.58
H -3.31 0.18 2.73
H -4.37 0.07 1.65
O -0.96 1.80 5.47
H -0.86 1.49 4.56
H -1.04 2.76 5.39
O 0.58 -2.58 5.32
H -0.06 -2.79 4.64
H 0.95 -1.74 5.03
O -3.34 0.00 -0.45
H -3.63 -0.17 -1.35
H -2.40 -0.19 -0.47
O 4.03 0.13 -1.94
H 3.78 -0.34 -1.13
H 3.47 -0.28 -2.62
O -2.72 3.96 1.65
H -1.96 3.37 1.56
H -3.44 3.48 1.23
O -2.36 2.47 -4.02
H -1.71 1.82 -4.32
H -3.15 1.96 -3.80
O -1.77 -3.43 1.92
H -1.98 -3.96 2.69
H -1.68 -2.53 2.25
O 1.76 -4.15 1.63
H 1.35 -3.36 2.00
H 1.78 -4.79 2.35

---

# 2
The following is a quantum chemistry calculation of a 9-piece molecular cluster, C4H26N2O8 overall at a distorted geometry, from the Open Molecules 2025 dataset.

E_LUMO: -0.0025 Eh
Orbital gap: 8.6679 eV
DFT total energy: -23926.80163 eV
Molecular weight: 230.258 g/mol
Energy above the lowest of the compared OMol25 structures with the same formula, charge and spin: 329.3 kJ/mol

CARTESIAN COORDINATES (ANGSTROEM)
C 0.63 -0.48 1.63
C 0.23 -0.77 0.39
N -0.14 0.29 -0.59
C -0.12 -2.26 0.08
C -0.83 -2.88 1.32
N -2.23 -2.57 1.37
H 0.86 0.63 1.74
H 0.79 -1.09 2.53
H -0.63 0.03 -1.47
H 0.80 0.61 -0.80
H -0.81 -2.23 -0.80
H 0.89 -2.62 -0.29
H -0.67 -4.04 1.37
H -0.40 -2.41 2.24
H -2.81 -2.17 2.07
H -2.54 -2.08 0.55
O 0.88 2.82 0.74
H 0.17 2.52 0.11
H 0.69 3.33 1.46
O -2.42 -2.05 -2.30
H -2.56 -1.15 -2.00
H -1.71 -2.02 -2.96
O 3.27 -2.10 0.50
H 3.76 -1.70 1.24
H 2.64 -1.50 0.11
O 2.62 2.18 -1.37
H 3.56 2.18 -1.00
H 2.27 3.06 -1.45
O -0.05 1.55 -3.42
H 0.29 2.12 -2.60
H 0.74 1.65 -3.91
O 2.46 1.08 3.62
H 2.07 1.88 3.27
H 2.01 0.45 3.15
O -1.90 2.15 0.77
H -1.60 1.47 0.28
H -2.40 1.57 1.39
O -2.73 1.09 -1.74
H -3.37 1.11 -2.42
H -1.92 0.97 -2.25

---

# 3
The following is a quantum chemistry calculation of a 8-piece molecular cluster, C4H26N2O8 overall at a distorted geometry, from the Open Molecules 2025 dataset.

E_LUMO (alpha / beta): -0.1188 / -0.2860 Eh
Spin multiplicity: 2
Orbital gap (alpha / beta): 10.3639 / 5.8123 eV
DFT total energy: -23921.07112 eV
Molecular weight: 230.258 g/mol
Energy above the lowest of the compared OMol25 structures with the same formula, charge and spin: 85.6 kJ/mol
Charge: +1

CARTESIAN COORDINATES (ANGSTROEM)
N 1.22 0.43 -2.54
C 1.33 1.51 -1.59
C 0.00 2.22 -1.44
N -0.79 1.67 -0.42
C -1.24 0.33 -0.72
C -2.15 -0.27 0.39
O -1.73 0.03 1.71
H -0.79 0.26 1.67
H 1.33 -0.55 -2.24
H 0.68 0.66 -3.36
H 1.85 1.13 -0.73
H 2.03 2.20 -2.09
H -0.50 2.34 -2.41
H 0.11 3.29 -1.32
H -1.52 2.29 -0.13
H -0.46 -0.39 -0.90
H -1.85 0.31 -1.61
H -3.15 0.14 0.22
H -2.20 -1.34 0.28
H 1.43 -1.09 1.21
H 1.49 -0.05 2.27
O 1.01 -0.87 2.09
H 3.32 -0.18 0.35
H 2.59 -0.73 -0.91
O 2.76 -0.89 0.03
H 0.72 2.20 2.60
H 0.65 2.04 1.10
O 1.17 1.80 1.86
H 0.75 -3.39 0.50
H -0.43 -3.86 -0.33
O 0.43 -3.48 -0.44
H -0.78 -2.72 2.15
H 0.63 -2.64 2.66
O 0.00 -3.28 2.30
H -0.41 -2.21 -3.20
H 0.49 -2.51 -1.96
O 0.23 -1.80 -2.61
H -2.83 2.90 1.91
H -2.56 1.80 2.81
O -2.85 2.72 2.85

---

# 4
The following is a quantum chemistry calculation of a 10-piece molecular cluster, C4H26NO11S overall at a distorted geometry, from the Open Molecules 2025 dataset.

E_LUMO: 0.1001 Eh
Orbital gap: 8.1205 eV
DFT total energy: -39420.14874 eV
Molecular weight: 296.315 g/mol
Energy above the lowest of the compared OMol25 structures with the same formula, charge and spin: 177.5 kJ/mol
Charge: -1

CARTESIAN COORDINATES (ANGSTROEM)
O -2.40 1.00 1.29
C -1.67 0.05 1.07
C -0.44 0.07 0.18
C 0.91 0.16 0.89
S 0.97 1.18 2.41
N -0.63 -1.08 -0.69
C 0.12 -1.06 -1.99
O 1.48 -1.01 -1.99
H -1.96 -0.98 1.42
H -0.48 0.94 -0.47
H 1.62 0.53 0.15
H 1.32 -0.79 1.21
H 1.16 2.41 1.91
H -0.32 -1.94 -0.27
H -0.24 -1.97 -2.51
H -0.29 -0.17 -2.49
H 1.82 2.67 -1.01
H 1.70 4.23 -0.99
O 1.48 3.44 -0.47
H 3.14 -1.72 0.20
H 2.39 -1.99 -1.20
O 2.76 -2.42 -0.33
H 1.03 -4.59 0.65
H 1.34 -3.14 0.20
O 0.59 -3.74 0.50
H -0.19 3.02 -2.07
H -1.68 2.87 -1.93
O -0.93 2.49 -2.41
H 2.05 0.46 -1.89
H 2.45 1.62 -2.82
O 2.36 1.43 -1.87
H -1.31 -3.48 0.81
H -2.79 -3.02 0.85
O -1.93 -2.89 1.28
H -2.16 0.94 -2.58
H -2.75 -0.13 -1.74
O -3.03 0.65 -2.26
H -0.86 -2.81 2.93
H 0.48 -3.17 2.45
O 0.04 -2.68 3.15
H -1.76 2.52 0.37
H -0.85 3.76 0.25
O -1.62 3.35 -0.13

---

Q: What is the energy above the lowest of the compared OMol25 structures with the same formula, charge and spin in the fourth record?
A: 177.5 kJ/mol

---

Q: The highest energy above the lowest of the compared OMol25 structures with the same formula, charge and spin belongs to which entry?
A: number 2